{"formula": "C29H26Cl5IrN3O5", "method": "ωB97M-V/def2-TZVPD", "homo_lumo_gap_ev": [7.009, 5.040], "spin_multiplicity": 2, "de_lowest_kj_mol": 46.0, "e_tot_ha": -4065.91463, "total_charge": 2, "homo_energy_ev": [-13.4945, -13.4890], "s_squared": 0.7799, "elements": ["H", "C", "H", "O", "C", "C", "C", "C", "H", "C", "H", "C", "H", "O", "O", "C", "Ir", "C", "C", "C", "H", "N", "C", "C", "H", "C", "H", "H", "H", "C", "H", "H", "C", "Cl", "N", "H", "H", "C", "O", "Cl", "C", "C", "H", "C", "H", "H", "C", "C", "H", "C", "O", "H", "H", "H", "N", "Cl", "C", "Cl", "C", "C", "H", "Cl", "H", "C", "H", "H", "C", "H", "C"], "positions_angstrom": [[-2.586, -2.153, -0.458], [-2.249, -2.170, 1.684], [-0.147, -2.043, -1.044], [0.279, 1.431, 5.315], [0.912, 0.547, 6.248], [1.679, -0.887, -3.152], [-2.064, 3.885, 1.840], [-1.784, 3.125, -0.435], [1.709, 1.062, 6.784], [0.398, 2.952, 3.570], [-2.579, -1.600, 2.554], [3.074, 2.466, 3.174], [-1.205, 1.033, -4.851], [1.406, 1.299, -0.086], [-0.081, -2.989, 1.109], [4.866, 0.600, -0.727], [-0.400, 0.345, 0.172], [-0.751, -2.067, 1.513], [2.860, 2.449, -1.498], [2.424, 3.412, 2.394], [-2.538, -3.213, 1.788], [-2.421, -0.164, 0.247], [-2.876, -1.583, 0.425], [0.487, -0.670, -2.477], [-1.096, 3.167, 4.940], [1.075, 3.655, 2.589], [-3.286, 5.645, 2.066], [-1.360, 2.438, -1.166], [1.274, -1.363, -0.755], [5.119, 1.627, -1.686], [0.561, 4.413, 2.013], [-3.655, 5.961, -0.349], [1.047, 2.004, 4.367], [3.221, -0.693, 0.985], [0.340, -1.146, -1.106], [-2.663, 4.339, -1.946], [2.477, -1.452, -2.680], [-0.391, 0.507, -4.371], [-0.990, 1.829, 1.416], [6.105, -0.481, -0.297], [3.622, 0.496, -0.168], [0.802, 0.306, -5.048], [2.926, 1.036, 4.763], [-2.510, 4.210, -0.882], [0.923, 0.682, -6.055], [-2.929, 0.262, -0.525], [-1.912, 3.781, 3.253], [-0.552, 0.020, -3.080], [4.133, 2.288, 3.038], [2.570, 1.393, -0.560], [-0.249, -0.845, 1.748], [1.306, -0.331, 5.734], [-3.963, -1.572, 0.491], [-2.719, 0.369, 1.067], [-0.937, 3.268, 3.942], [4.444, 3.780, -3.186], [4.106, 2.554, -2.056], [6.639, 1.740, -2.388], [-1.562, 2.907, 0.939], [-2.862, 4.946, 1.354], [2.976, 3.991, 1.664], [1.585, 3.510, -1.872], [0.136, 0.244, 6.942], [-3.070, 5.128, 0.013], [-1.500, 0.151, -2.568], [-2.711, 4.199, 3.860], [2.396, 1.755, 4.154], [2.761, -0.570, -4.972], [1.836, -0.394, -4.440]], "forces_ev_per_angstrom": [[-0.01, 0.03, -0.03], [0.00, 0.07, -0.08], [-0.06, 0.09, -0.10], [-0.03, -0.04, 0.05], [-0.01, 0.02, -0.04], [0.04, 0.06, 0.05], [-0.09, -0.04, -0.14], [0.06, -0.02, 0.03], [0.00, 0.00, 0.01], [0.01, -0.02, -0.06], [0.04, -0.06, 0.05], [0.00, -0.08, 0.01], [0.01, 0.00, 0.00], [0.07, 0.08, -0.23], [-0.10, 0.35, 0.10], [0.06, 0.07, -0.06], [-0.37, -0.02, 0.06], [0.11, -0.45, -0.21], [-0.05, -0.02, 0.04], [0.03, 0.05, -0.10], [-0.04, 0.01, 0.00], [0.28, 0.05, 0.05], [0.02, 0.22, 0.04], [0.01, -0.08, 0.00], [0.00, 0.00, 0.03], [0.03, 0.00, 0.05], [0.00, -0.02, 0.00], [0.03, -0.04, -0.01], [-0.02, -0.14, 0.16], [-0.02, -0.04, 0.03], [0.03, 0.01, 0.00], [0.00, -0.01, 0.00], [0.00, 0.00, -0.01], [0.01, -0.03, -0.07], [0.15, -0.06, 0.05], [0.01, 0.02, 0.01], [0.00, 0.00, 0.00], [-0.04, 0.02, 0.01], [0.00, 0.03, 0.05], [0.03, -0.01, 0.02], [-0.06, -0.11, 0.02], [0.01, 0.00, -0.01], [-0.02, 0.00, -0.01], [-0.02, -0.01, -0.01], [0.00, 0.00, 0.01], [0.04, -0.08, -0.11], [-0.01, 0.04, 0.13], [-0.07, 0.02, -0.02], [0.00, 0.01, 0.00], [-0.49, -0.10, 0.32], [0.25, 0.35, -0.10], [0.00, 0.00, -0.01], [-0.01, -0.11, -0.03], [0.01, -0.02, 0.09], [-0.02, 0.08, 0.01], [0.03, 0.02, -0.03], [0.00, 0.03, 0.00], [0.03, 0.01, -0.01], [-0.06, 0.03, -0.06], [0.07, -0.02, 0.09], [-0.03, -0.02, 0.00], [0.10, -0.01, -0.07], [-0.01, 0.00, 0.02], [0.02, -0.03, -0.08], [0.01, -0.01, 0.01], [0.01, -0.06, 0.02], [0.05, 0.00, 0.00], [-0.01, 0.00, 0.00], [-0.01, 0.01, 0.03]]}

---

{"formula": "C40H101N3O32S10", "method": "ωB97M-V/def2-TZVPD", "homo_lumo_gap_ev": 9.824, "spin_multiplicity": 1, "e_tot_ha": -8138.04582, "homo_energy_ev": -9.7742, "elements": ["H", "H", "O", "H", "H", "H", "H", "H", "S", "S", "H", "H", "H", "O", "C", "H", "C", "H", "H", "H", "C", "S", "C", "C", "H", "H", "O", "H", "C", "O", "H", "N", "H", "H", "O", "H", "O", "C", "H", "O", "H", "C", "C", "H", "H", "S", "N", "O", "H", "H", "H", "C", "H", "H", "H", "H", "H", "O", "H", "H", "H", "H", "H", "O", "S", "H", "C", "S", "H", "C", "C", "H", "H", "H", "H", "O", "O", "O", "O", "H", "H", "H", "O", "H", "H", "H", "C", "O", "C", "H", "C", "S", "H", "O", "H", "O", "H", "S", "H", "O", "H", "H", "H", "H", "C", "H", "H", "O", "H", "H", "H", "C", "H", "H", "C", "H", "H", "C", "H", "H", "C", "S", "C", "C", "O", "C", "C", "C", "H", "H", "H", "H", "H", "O", "H", "O", "S", "C", "C", "C", "O", "C", "H", "H", "H", "C", "O", "O", "N", "O", "H", "C", "H", "O", "H", "H", "H", "C", "H", "C", "C", "H", "O", "H", "O", "H", "H", "H", "H", "O", "H", "H", "H", "C", "C", "C", "H", "H", "H", "O", "H", "H", "H", "H", "C", "C"], "positions_angstrom": [[1.822, -9.053, 3.282], [-3.287, -16.870, 4.957], [-8.381, -17.063, -0.322], [-2.184, -4.360, 3.981], [0.776, -8.641, 4.663], [0.583, -11.355, 2.907], [-8.709, -3.123, -6.097], [-2.871, -4.497, 1.818], [-6.734, -19.052, 3.138], [3.765, -5.771, 5.814], [-6.517, -19.651, 0.734], [3.139, -7.019, 3.583], [-8.410, -8.716, 2.907], [0.522, -10.057, -0.897], [2.154, -6.989, 4.050], [-5.220, -11.423, 0.372], [-3.987, -15.323, 6.345], [-3.390, -9.275, -0.131], [-2.390, -0.297, -5.629], [2.552, -3.598, 5.435], [-8.908, -17.002, -3.013], [-0.841, -12.336, -3.369], [-2.291, -10.017, -3.010], [-3.139, -3.882, 3.760], [-7.687, -9.274, -6.010], [-6.799, -14.935, 2.108], [-7.816, -19.206, 4.075], [-5.392, -15.026, 3.039], [-7.513, -8.961, 2.338], [-6.560, -16.285, -1.910], [-4.195, -3.289, 1.978], [-2.767, -6.190, -0.659], [-7.907, -8.353, -4.556], [-8.109, -19.234, 1.007], [-5.784, -2.414, 4.594], [2.388, -9.025, 4.929], [-3.551, -3.329, -2.705], [-8.597, -3.966, -5.416], [-4.760, -14.420, -1.477], [-2.032, -7.510, 5.102], [2.043, -12.610, 0.476], [-4.165, -16.637, 5.560], [-7.313, -19.827, 1.458], [-2.162, -8.302, -4.331], [-5.695, -13.073, -1.337], [-6.847, -3.734, -4.724], [-5.266, -10.246, -4.370], [2.385, -6.618, 5.392], [3.247, -4.377, 3.985], [-2.439, -11.588, 0.614], [-4.020, -0.736, -6.090], [-7.032, -6.144, -1.623], [-1.749, -9.856, -5.044], [-2.614, -13.886, 3.324], [0.156, -7.359, -0.648], [-1.576, -18.089, 1.450], [-4.766, -17.192, 2.178], [0.392, -11.553, -3.594], [-8.331, -16.661, -3.872], [-1.573, -7.655, 5.932], [-4.265, -9.321, 1.483], [-2.772, -9.300, 5.616], [0.062, -12.866, 2.036], [-1.065, -3.985, -2.541], [-7.762, -17.405, -1.594], [-9.291, -4.183, -4.604], [-6.049, -9.543, -4.760], [-8.084, -9.795, 0.813], [-1.235, -12.979, 4.136], [-9.295, -11.890, 2.031], [-2.865, -2.423, -5.508], [-6.861, -7.151, -2.004], [-4.198, -1.458, 6.695], [-3.611, -5.286, -4.737], [-3.226, -17.766, 0.827], [-6.648, -17.445, 2.702], [-2.701, -12.759, 6.798], [3.791, -5.574, 7.271], [-7.171, -18.682, -1.840], [-9.530, -17.858, -3.276], [-3.867, -4.618, 4.102], [1.419, -6.368, 3.538], [-6.636, -5.007, -3.687], [-2.597, -9.278, 1.526], [-5.094, -16.920, 5.066], [-2.972, -15.263, 6.737], [0.540, -11.890, 1.958], [-5.311, -19.412, 3.469], [-1.647, -6.292, -0.544], [-0.615, -9.001, -3.892], [3.020, -10.484, -1.806], [-2.268, -3.746, -3.330], [-8.507, -5.832, -3.174], [-9.482, -10.588, 1.332], [-1.887, -17.751, -0.336], [-5.965, -3.932, -5.835], [-6.812, -9.647, 2.814], [-3.276, -12.975, 5.470], [-4.115, -17.346, 6.386], [-4.354, -14.281, 5.522], [-8.277, -11.971, 2.413], [-5.786, -17.099, 0.767], [3.951, -9.918, -1.846], [-2.851, -6.052, -3.551], [-7.679, -5.301, -2.704], [-4.172, -8.027, 3.106], [-3.758, -3.040, -5.405], [4.971, -6.299, 5.089], [-1.993, -13.445, -1.447], [-7.737, -14.556, -1.850], [-9.464, -16.101, -2.753], [-5.747, -16.866, 1.831], [-7.974, -4.364, -2.232], [-5.253, -14.910, 1.296], [-3.201, -0.995, -5.420], [-2.478, -2.835, 1.949], [-3.286, -0.315, 5.585], [-5.695, -14.022, -1.873], [-1.587, -9.961, -2.180], [-6.911, -15.021, -0.485], [-3.195, -3.576, 2.303], [1.907, -9.754, -0.567], [-2.614, -5.293, -4.297], [-4.127, -8.415, 4.123], [-4.341, -11.667, 0.073], [3.406, -4.147, 5.039], [-3.407, -9.645, 0.894], [-0.183, -6.331, -0.518], [-3.523, -0.852, -4.389], [-7.753, -6.278, -0.817], [-0.558, -12.395, -0.887], [-3.495, -11.646, 1.920], [-10.111, -12.008, 2.744], [-2.292, -11.436, -3.386], [-2.148, -9.238, 4.057], [-1.875, -2.755, -4.607], [-4.554, -1.650, 4.391], [-2.005, -13.747, 4.217], [-9.458, -13.055, 1.038], [-5.810, -15.392, 2.101], [-6.999, -10.787, 0.507], [-7.147, -8.703, -5.254], [2.632, -12.042, 1.855], [0.170, -5.895, 0.416], [-8.855, -12.942, 0.137], [1.759, -8.494, 4.215], [-8.493, -8.851, -0.179], [-3.230, -2.701, 4.594], [-1.927, -14.926, 1.044], [-6.868, -2.541, -3.909], [-0.343, -13.962, -1.744], [-2.164, -17.558, 0.701], [3.048, -11.557, -1.614], [2.382, -8.373, -0.470], [4.172, -3.387, 5.188], [-6.105, -5.807, -1.158], [-10.517, -13.202, 0.827], [-2.025, -16.067, 0.829], [-1.682, -14.738, 4.535], [-2.752, -8.645, 4.744], [-3.419, -11.222, 0.918], [-8.477, -4.858, -6.031], [-4.309, -0.746, 3.255], [-6.681, -7.945, -5.884], [-4.024, -11.933, 4.862], [-0.162, -11.336, 1.335], [-7.088, -8.044, 1.932], [-1.700, -5.549, -4.832], [-4.713, -7.720, 4.724], [2.430, -10.497, 0.818], [-5.104, -0.103, 6.060], [-2.632, -2.569, -6.562], [0.145, -5.691, -1.337], [-0.978, -13.085, -1.618], [-4.245, -0.747, 5.870], [1.845, -11.776, 1.150], [-4.644, -15.073, 7.178], [-7.647, -20.834, 1.704], [-3.296, -9.739, -2.694], [-1.094, -13.338, -4.375], [-5.515, -13.848, -2.934], [-4.717, -9.329, 4.048], [2.621, -10.325, -2.808], [-9.068, -13.983, 1.455], [-6.780, -14.993, -1.567], [-1.647, -9.245, -4.147]], "forces_ev_per_angstrom": [[-0.17, 0.20, -0.18], [-0.16, 0.27, -0.30], [0.69, -0.56, -1.42], [0.19, 0.44, 0.36], [-0.33, 0.38, -0.35], [0.20, -0.24, 0.04], [-0.47, 0.13, 0.55], [-0.43, -0.14, -0.38], [2.37, 0.22, -1.95], [1.62, 0.87, -0.42], [0.40, -0.84, 0.31], [-0.18, 0.39, -0.63], [0.23, -0.12, 0.17], [1.39, 0.12, 1.09], [1.00, -2.84, 0.13], [-0.26, 0.20, -0.02], [-0.78, -1.13, 0.27], [0.00, 0.09, 0.26], [0.25, -0.30, 0.00], [-0.49, -0.89, 0.24], [0.71, 0.53, 0.70], [-0.98, 1.26, -0.37], [1.78, -0.83, 0.25], [0.18, 0.14, 0.42], [-0.11, -0.37, 0.12], [-0.33, -0.48, -0.38], [1.21, 0.46, -0.62], [0.33, -0.63, 0.16], [-0.95, -0.20, -1.37], [-0.42, -4.03, -1.37], [0.09, -0.09, -0.16], [-2.50, -0.02, -0.09], [0.66, 0.11, 0.29], [-0.36, 0.15, 0.83], [1.44, 0.85, -1.09], [0.59, 0.47, -0.12], [3.14, -0.45, -1.38], [2.44, -0.84, 0.29], [0.28, -0.35, -0.13], [0.20, 1.60, -0.10], [-0.65, 0.62, -1.16], [0.42, -0.63, 2.11], [0.62, 1.33, 1.34], [-0.08, 0.07, -0.01], [-0.91, -0.01, -0.13], [-2.45, -0.31, 1.53], [2.49, -1.97, 1.08], [1.53, 2.16, 2.31], [0.15, 0.23, 0.00], [0.14, 0.00, -0.46], [-0.10, -0.12, 0.03], [-0.41, -1.05, 0.05], [0.33, 0.20, -0.08], [0.19, 0.37, -0.08], [0.13, 0.24, 0.10], [0.05, 0.13, -0.26], [0.41, -0.10, -0.21], [-2.28, -0.88, 1.26], [0.45, -0.57, 0.11], [-0.11, -0.03, -0.06], [-0.47, 0.18, -0.64], [-0.79, -0.11, 0.13], [0.74, -0.26, 0.01], [-1.50, 1.04, -1.32], [-0.26, 2.15, -1.04], [-0.08, 0.72, -0.26], [-3.20, 2.09, -0.60], [1.30, -2.73, 1.04], [0.05, -0.35, -0.15], [0.26, -0.60, -1.75], [-1.83, -0.14, -2.08], [0.19, -0.07, -0.02], [0.31, 0.04, -0.16], [0.46, 0.77, -0.99], [0.12, -0.25, 0.00], [-2.86, -2.37, 1.48], [-0.55, -0.54, -1.97], [-0.41, -1.10, -2.76], [-0.02, 0.34, 0.38], [0.09, 0.11, 0.34], [-0.39, 0.17, -0.23], [0.07, 0.03, 0.21], [-0.41, 0.68, -1.67], [0.49, 0.17, -0.42], [-0.02, 0.87, -0.15], [0.18, 0.10, -0.21], [-0.59, 1.82, -1.73], [-3.72, 0.49, -0.80], [2.50, -0.01, 0.02], [0.03, -0.26, -0.35], [-0.84, 0.09, -0.08], [-2.12, -1.03, -0.31], [0.00, 0.12, -0.04], [1.93, 0.28, -0.31], [0.13, -0.58, 0.19], [0.28, 0.01, 0.57], [-0.13, 0.34, 0.08], [0.48, -2.70, 0.75], [0.12, -0.62, -0.05], [1.71, 4.23, -2.08], [-0.25, 0.40, 0.55], [-0.83, -0.26, -0.03], [0.12, -0.44, 0.84], [0.73, -0.01, 0.56], [1.37, 0.76, 0.76], [0.73, 0.27, 0.05], [-0.09, 0.08, 0.46], [-3.46, 0.88, 1.88], [0.01, 0.55, -0.08], [-0.36, -0.41, -0.89], [-0.34, -0.38, 0.42], [2.13, 0.43, 0.81], [-0.36, 0.14, -0.36], [0.12, 0.29, -0.02], [-0.83, 1.34, 1.06], [-0.07, 0.24, 0.43], [-0.16, 0.61, 0.85], [1.91, -0.34, -0.37], [-0.43, 0.28, 0.51], [0.14, 0.40, 0.42], [0.01, -0.49, -0.70], [1.60, 1.24, -1.09], [-0.25, 0.41, 1.84], [-0.49, 0.49, 0.32], [-2.09, -1.87, -2.16], [-0.27, -0.13, 0.02], [0.13, -1.53, 1.43], [-0.53, 0.10, -0.03], [-0.20, 0.56, 0.01], [-0.15, 0.06, 0.02], [-0.31, 0.04, -0.16], [-0.40, 0.29, 0.56], [0.45, 0.65, 0.34], [1.72, -1.02, 0.11], [0.09, -0.06, -0.52], [1.66, -1.40, 2.49], [0.50, -0.98, -0.21], [-1.85, 1.04, 1.23], [0.09, 0.10, 0.10], [0.09, 1.43, -0.57], [-2.91, 1.92, 0.48], [0.34, -0.42, -1.37], [0.06, -0.27, 0.43], [0.09, -0.22, -0.01], [-0.25, 0.44, -0.12], [-0.44, 0.09, -0.27], [-0.15, -0.41, 0.39], [-1.45, 1.37, -0.24], [-0.14, -1.99, -0.60], [0.35, -0.84, -0.97], [0.17, 0.02, 0.22], [-0.32, 1.74, -0.47], [0.47, 0.13, -0.10], [-1.22, -1.79, 0.50], [0.73, -0.77, -0.13], [-0.04, 0.53, -0.48], [0.13, 0.00, -0.35], [0.20, 0.91, 1.11], [0.15, 0.36, 0.44], [0.07, -1.79, -0.28], [2.60, 2.40, 1.31], [-0.14, -0.06, -0.01], [-0.75, -1.95, 1.76], [-0.21, 0.62, 0.50], [0.01, 0.32, -0.53], [-0.56, 0.20, 0.22], [0.38, -0.08, 0.33], [-0.51, 0.07, -0.37], [0.01, 0.05, 0.21], [-2.11, 0.74, -1.88], [0.38, 0.37, -0.37], [1.15, -0.77, 0.05], [0.16, -0.14, -0.01], [0.79, 0.13, -1.98], [0.14, -0.64, -0.31], [2.00, -1.88, 2.76], [-0.05, -1.52, 0.60], [0.46, 0.05, -0.29], [0.09, -0.30, -0.36], [-0.08, 0.12, 1.12], [-0.22, 0.07, -0.03], [0.33, -0.34, 0.37], [-0.69, -0.11, 0.22], [-0.17, -0.03, 0.46], [-1.71, 3.09, 3.03], [-0.73, 0.59, -0.04]]}

---

{"formula": "C2HHoO3", "method": "ωB97M-V/def2-TZVPD", "homo_lumo_gap_ev": [4.943, 10.160], "spin_multiplicity": 6, "de_lowest_kj_mol": 0.0, "e_tot_ha": -1249.17525, "total_charge": 3, "homo_energy_ev": [-20.8936, -26.1102], "s_squared": 8.7527, "elements": ["C", "H", "O", "O", "C", "O", "Ho"], "positions_angstrom": [[0.940, 2.549, 0.330], [0.254, 3.433, 0.385], [-0.342, -1.112, -0.055], [1.626, 2.144, 1.199], [0.429, -1.300, 0.810], [1.140, -1.543, 1.669], [-1.933, -0.958, -1.786]], "forces_ev_per_angstrom": [[4.78, -0.76, 8.44], [-0.51, 0.06, -1.57], [-1.86, 0.69, -2.27], [-3.88, 1.47, -6.61], [1.93, -1.54, 2.76], [-0.70, 0.61, -1.09], [0.24, -0.54, 0.34]]}